Entry 1:
ORCA calculation (wB97M-V/def2-TZVPD) on a molecular structure, C28H29N8PbS.

Computed properties:
Charge: +1
LUMO: -2.51 eV

Structure (XYZ):
```
67
Properties=species:S:1:pos:R:3:forces:R:3
Pb 0.0263 0.0003 0.6538 0.04 -0.05 -0.01
N -1.6524 -1.8940 4.8993 0.10 -0.01 -0.09
C -0.4863 -1.5598 5.5452 -0.02 0.02 -0.03
C 0.3635 -1.1383 4.5673 0.07 0.05 0.03
N -0.2500 -1.2051 3.3427 0.00 -0.09 0.09
C -1.4561 -1.6701 3.5727 -0.09 -0.05 0.14
C -2.4375 -1.8504 2.5129 -0.07 -0.10 0.10
N -2.2372 -1.3964 1.3005 0.00 0.29 -0.34
C -3.3752 -1.6753 0.5803 0.07 -0.20 0.02
C -4.2613 -2.3379 1.3723 -0.04 0.03 0.04
N -3.6561 -2.4397 2.6054 0.08 0.03 0.03
H -2.4961 -2.1943 5.3546 -0.03 -0.04 -0.02
H -0.3755 -1.6513 6.6121 0.00 0.01 -0.05
H 1.3770 -0.7882 4.6754 -0.04 -0.02 -0.01
H -3.4698 -1.3864 -0.4538 0.01 0.02 0.05
H -5.2465 -2.7299 1.1855 0.05 0.03 0.01
H -4.0395 -2.9136 3.4042 -0.03 0.00 0.01
C -2.2524 2.9276 3.2870 -0.07 -0.15 0.08
C -1.8318 4.1664 2.8412 0.05 0.17 -0.05
C -0.9272 4.2483 1.7961 -0.06 0.04 0.09
C -0.4357 3.0905 1.1933 -0.23 0.07 0.24
C -0.8499 1.8294 1.6374 -0.22 -0.10 0.34
C -1.7603 1.7746 2.6892 -0.02 -0.14 0.02
C 0.5188 3.1831 0.0812 0.05 0.20 -0.35
C 0.7053 4.3881 -0.6469 -0.04 0.08 -0.02
C 1.5562 4.4104 -1.7038 -0.05 0.24 -0.06
C 2.2671 3.2494 -2.0681 0.13 -0.27 -0.05
C 3.1753 3.1982 -3.1514 -0.02 0.02 0.04
C 3.8460 2.0424 -3.4358 0.04 0.02 -0.06
C 3.6376 0.8904 -2.6494 -0.05 -0.04 0.02
C 2.7512 0.9050 -1.6083 -0.04 0.07 -0.03
C 2.0402 2.0903 -1.2986 -0.04 -0.06 0.09
N 1.1549 2.0864 -0.2556 0.41 -0.14 -0.22
H -2.9593 2.8541 4.1045 0.00 0.02 -0.01
H -2.2001 5.0722 3.3050 0.00 -0.01 0.00
H -0.6011 5.2293 1.4754 0.02 -0.05 0.00
H -2.1038 0.8121 3.0676 0.07 0.20 -0.11
H 0.1411 5.2723 -0.3906 0.03 -0.04 0.02
H 1.6916 5.3178 -2.2819 0.00 -0.01 0.01
H 3.3423 4.0934 -3.7395 -0.01 -0.01 0.02
H 4.5537 2.0110 -4.2546 -0.02 0.00 0.02
H 4.1935 -0.0121 -2.8697 -0.01 0.00 -0.01
H 2.5961 0.0234 -0.9967 0.00 0.04 -0.01
S -1.6332 0.6788 -1.4862 -0.03 -0.04 0.05
C -0.5953 0.2841 -2.7904 0.12 -0.07 -0.19
C -0.2422 1.2114 -3.7903 0.02 -0.01 0.03
C 0.5859 0.8432 -4.8208 -0.03 0.13 0.01
C 1.0945 -0.4601 -4.8961 0.10 -0.10 -0.04
C 0.7374 -1.3413 -3.9198 -0.04 -0.06 0.07
N -0.0811 -0.9636 -2.9178 -0.20 0.21 0.11
H -0.6409 2.2130 -3.7090 0.03 -0.02 -0.01
H 0.8524 1.5706 -5.5782 -0.01 -0.03 0.02
H 1.7499 -0.7721 -5.6961 -0.02 0.02 0.02
H 1.0650 -2.3726 -3.8843 0.01 0.06 -0.03
N -0.3089 -3.0913 -1.0816 -0.10 -0.11 0.04
C 1.0316 -3.6668 -0.9217 0.08 -0.04 0.03
C 1.1804 -4.5244 0.3338 0.01 0.00 0.07
N 1.0360 -3.8171 1.6007 0.00 -0.07 -0.07
H -0.3379 -1.6845 -2.1992 0.18 -0.05 -0.10
H -0.5889 -2.6850 -0.1920 -0.12 0.06 -0.05
H -0.9747 -3.8355 -1.2694 -0.02 0.03 -0.02
H 1.7554 -2.8465 -0.8773 -0.02 0.04 -0.01
H 1.2658 -4.2538 -1.8143 -0.02 -0.02 0.04
H 2.1576 -5.0104 0.3166 0.04 0.04 0.05
H 0.4438 -5.3320 0.3033 -0.04 0.01 0.01
H 0.1337 -3.3717 1.7183 0.00 -0.05 -0.04
H 1.7369 -3.0961 1.7147 0.03 0.01 -0.02
```
Forces are in eV/Å.

Results of the Mulliken charge analysis, in e, for atoms 1 through 5: atom 1 (Pb): 1.17, atom 2 (N): -0.15, atom 3 (C): -0.63, atom 4 (C): -0.63, atom 5 (N): 0.19

=====

Entry 2:
ORCA calculation (wB97M-V/def2-TZVPD) on 2 unconnected molecules or ions with the total composition C3H5NOS at a distorted geometry.

Computed properties:
LUMO: 0.16 eV

Structure (XYZ):
```
11
Properties=species:S:1:pos:R:3:forces:R:3
C 0.1238 1.3632 -1.1302 0.03 2.40 -0.40
C 0.0318 1.0517 0.3202 -1.91 -0.31 2.28
C -0.1123 -2.2709 0.7652 -0.20 -0.58 3.45
H -0.3539 2.8571 -1.0735 1.43 -4.62 -0.80
H -0.4889 0.6118 -1.9250 2.06 2.40 2.35
H 1.3174 1.4033 -1.1442 -2.48 0.12 -1.28
H 0.0034 1.9578 1.0775 0.30 -2.11 -1.57
H -0.1519 -1.9479 1.7931 0.12 -0.74 0.95
N -0.1532 -0.0776 0.9328 0.59 2.44 0.25
O -0.1783 -1.1924 0.1080 -0.06 2.80 -4.15
S -0.0379 -3.7563 0.2759 0.12 -1.81 -1.08
```
Forces are in eV/Å.

Results of the Mulliken charge analysis, in e, for atoms 1 through 5: atom 1 (C): -0.65, atom 2 (C): 0.01, atom 3 (C): 0.09, atom 4 (H): 0.24, atom 5 (H): 0.28

=====

Entry 3:
ORCA calculation (wB97M-V/def2-TZVPD) on a molecular structure, C36H47I3N2NaO3P2.

Computed properties:
Charge: +1
LUMO: -1.98 eV

Structure (XYZ):
```
94
Properties=species:S:1:pos:R:3:forces:R:3
Na -0.1812 -0.0125 -0.3710 0.13 -0.36 0.32
I 2.1143 1.6090 1.0290 -0.03 0.09 0.07
C 2.0138 1.7751 3.1206 0.07 0.01 0.07
C 3.1640 1.3652 3.7397 0.07 -0.06 -0.12
C 3.3717 1.5593 5.1145 -0.05 0.05 0.10
C 2.4363 2.2431 5.8281 0.03 -0.04 -0.05
C 1.2384 2.6856 5.2172 0.01 0.00 -0.02
C 0.3396 3.4572 5.9921 0.00 0.00 0.00
C -0.8181 3.9245 5.4546 0.03 -0.02 -0.01
C -1.1625 3.5321 4.1506 -0.02 0.00 -0.02
C -0.3563 2.7487 3.3591 -0.03 0.04 0.10
P -1.1931 2.0366 1.8621 0.09 -0.18 -0.17
C -2.8387 1.6080 2.5562 -0.06 0.09 0.06
C -2.9735 0.3060 3.0408 0.00 -0.02 -0.02
C -4.1700 -0.1250 3.5992 0.03 0.00 -0.01
C -5.2555 0.7361 3.6645 -0.02 0.00 0.01
C -5.1357 2.0314 3.1812 0.02 0.02 0.00
C -3.9351 2.4669 2.6387 0.02 -0.06 -0.02
C -1.5267 3.5444 0.8843 -0.01 0.13 0.04
C -0.6821 4.6517 0.9608 -0.05 0.01 -0.02
C -0.9275 5.7875 0.1985 0.02 -0.01 0.02
C -2.0377 5.8448 -0.6298 0.01 -0.01 -0.01
C -2.8794 4.7440 -0.7214 0.00 -0.08 -0.03
C -2.6107 3.5907 0.0029 0.00 0.05 0.02
C 0.9476 2.3864 3.8490 -0.09 0.06 -0.02
H 3.9513 0.9100 3.1527 -0.01 0.01 0.00
H 4.2880 1.2127 5.5726 -0.01 0.00 0.01
H 2.5903 2.4725 6.8749 0.01 -0.01 0.00
H 0.6103 3.6760 7.0177 -0.01 0.01 0.00
H -1.4952 4.5427 6.0283 0.00 0.00 0.01
H -2.1340 3.8288 3.7761 0.03 -0.01 0.02
H -2.1393 -0.3815 2.9621 -0.05 0.01 -0.02
H -4.2558 -1.1364 3.9766 0.01 0.00 -0.01
H -6.1915 0.4000 4.0913 0.00 0.00 -0.01
H -5.9781 2.7092 3.2312 0.00 0.00 0.00
H -3.8585 3.4830 2.2729 -0.02 0.00 -0.01
H 0.1606 4.6408 1.6413 0.00 0.00 -0.02
H -0.2648 6.6398 0.2777 0.00 -0.01 0.00
H -2.2515 6.7425 -1.1952 0.00 0.00 0.00
H -3.7562 4.7893 -1.3556 0.00 -0.01 -0.02
H -3.2669 2.7329 -0.0908 0.00 -0.02 0.01
I -1.2931 -2.8258 -2.2678 -0.03 0.01 -0.04
C -3.2102 -1.9714 -1.9416 -0.04 0.00 -0.03
I -3.5857 -1.4056 0.0635 0.04 0.04 0.02
H -3.9538 -2.6942 -2.2513 0.01 -0.02 0.02
H -3.2506 -1.0651 -2.5296 0.02 0.01 0.00
C 0.3667 -1.2473 3.2719 0.03 0.04 -0.02
O -0.3349 -1.4899 2.0656 -0.05 0.01 -0.06
C -0.1550 -2.8016 1.5666 -0.06 -0.01 0.01
C 1.2472 -3.0426 1.0649 0.05 0.00 0.01
O 1.5853 -2.0245 0.1418 0.02 -0.02 0.02
C 2.9462 -2.1119 -0.2306 -0.01 0.00 -0.01
H 0.1464 -2.0254 4.0104 0.00 0.00 0.01
H 0.0314 -0.2845 3.6544 0.01 -0.02 0.01
H 1.4472 -1.1940 3.1126 0.00 0.00 0.00
H -0.8711 -2.9151 0.7539 0.00 0.00 0.00
H -0.3922 -3.5461 2.3365 0.00 0.00 0.01
H 1.2991 -4.0316 0.5920 -0.01 -0.01 -0.01
H 1.9658 -3.0379 1.8942 0.01 0.00 -0.01
H 3.1408 -3.0281 -0.7989 0.00 -0.01 -0.01
H 3.5918 -2.1057 0.6543 0.01 0.01 0.01
H 3.1756 -1.2443 -0.8412 -0.01 0.00 -0.02
C -0.8773 0.6797 -4.5453 0.00 0.00 -0.02
P -1.5098 1.5690 -3.1143 0.07 0.14 -0.13
C -0.4494 3.0084 -2.9148 -0.04 0.04 -0.04
C -3.1284 2.1856 -3.6015 0.03 0.00 -0.07
O -1.5741 0.7166 -1.8862 -0.13 0.03 0.02
H -0.8127 1.3326 -5.4170 0.00 0.00 0.01
H -1.5325 -0.1611 -4.7764 0.00 0.00 0.01
H 0.1122 0.2897 -4.3052 0.00 0.00 0.01
H -0.5185 3.6753 -3.7756 0.00 -0.02 0.00
H 0.5796 2.6715 -2.7973 0.00 -0.01 0.01
H -0.7495 3.5503 -2.0175 -0.01 0.01 0.01
H -3.0551 2.8200 -4.4860 0.00 -0.01 0.01
H -3.5534 2.7608 -2.7824 -0.01 0.03 0.06
H -3.7897 1.3468 -3.8225 0.02 -0.01 0.01
N 1.6977 0.4381 -1.9200 -0.08 0.07 -0.16
C 2.5661 0.6842 -2.6467 0.08 -0.01 0.03
N 3.5426 0.9634 -3.4849 -0.03 0.01 0.02
C 4.0766 2.3478 -3.4859 0.02 -0.03 0.01
C 5.5766 2.3273 -3.1944 0.02 0.00 0.02
C 5.8742 1.2563 -2.1482 0.01 0.01 -0.01
C 5.6368 -0.1415 -2.7405 0.00 0.00 0.00
C 4.5124 -0.1065 -3.7838 -0.01 0.00 0.02
H 3.5556 2.9002 -2.7027 -0.02 0.01 -0.01
H 3.8545 2.8199 -4.4433 -0.01 -0.01 -0.03
H 5.8791 3.3183 -2.8567 0.00 0.00 0.02
H 6.1412 2.1238 -4.1075 0.00 0.00 0.00
H 5.2200 1.4139 -1.2843 0.00 0.00 0.00
H 6.8957 1.3411 -1.7799 0.00 0.00 -0.01
H 5.3979 -0.8519 -1.9474 -0.01 0.01 0.01
H 6.5444 -0.5060 -3.2251 0.00 0.00 0.00
H 3.9706 -1.0490 -3.8360 0.00 -0.01 -0.01
H 4.9036 0.0935 -4.7805 -0.01 0.04 -0.01
```
Forces are in eV/Å.

Results of the Mulliken charge analysis, in e, for atoms 1 through 5: atom 1 (Na): 0.82, atom 2 (I): 0.43, atom 3 (C): -0.16, atom 4 (C): -0.46, atom 5 (C): -1.00

=====

Looking at E_tot for the records above, in order, we have -2113.367543, -645.297438, -3473.230120 a.u..
Looking at energy above the lowest of the compared OMol25 structures with the same formula, charge and spin for the records above, in order, we have 2.1, 134.4, 0.0 kcal per mole.
Looking at gap between HOMO and LUMO for the records above, in order, we have 8.0, 8.9, 8.1 eV.